[1]
# C33H41AsBMnN5OPS

A molecular structure, C33H41AsBMnN5OPS (ωB97M-V/def2-TZVPD, the OMol25 dataset).

CARTESIAN COORDINATES (ANGSTROEM)
Mn 0.565 0.182 0.078
B 2.829 2.369 -1.343
N 2.032 1.402 -2.260
C 2.083 1.370 -3.592
C 1.043 0.585 -4.069
C 0.382 0.172 -2.924
N 0.985 0.669 -1.831
N 3.246 1.608 -0.057
C 4.383 1.781 0.619
C 4.269 1.169 1.858
C 2.991 0.633 1.849
N 2.372 0.903 0.692
H 3.822 2.715 -1.927
H 2.110 3.298 -1.024
H 2.848 1.916 -4.119
H 0.804 0.356 -5.092
H -0.487 -0.459 -2.821
H 5.198 2.335 0.183
H 5.005 1.119 2.641
H 2.500 0.059 2.618
C -1.167 2.909 -0.029
C -1.022 3.210 1.456
C -0.704 4.692 1.655
C 0.091 2.387 2.100
C 0.158 2.550 3.621
O 0.122 1.200 4.135
C 0.011 0.373 3.091
N -0.051 0.910 1.932
C -0.037 -1.060 3.491
C -0.456 -1.294 4.804
C -0.523 -2.575 5.320
C -0.146 -3.650 4.530
C 0.279 -3.425 3.231
C 0.333 -2.142 2.683
P 0.929 -1.974 0.962
C 0.316 -3.505 0.170
C -0.995 -3.935 0.381
C -1.461 -5.099 -0.206
C -0.628 -5.840 -1.036
C 0.663 -5.402 -1.281
C 1.135 -4.240 -0.681
C 2.724 -2.281 1.061
C 3.365 -2.889 2.134
C 4.738 -3.100 2.096
C 5.474 -2.715 0.986
C 4.839 -2.108 -0.091
C 3.473 -1.884 -0.049
H -2.004 3.468 -0.454
H -1.370 1.855 -0.219
H -0.263 3.203 -0.569
H -1.963 2.972 1.971
H 0.231 4.944 1.149
H -0.603 4.961 2.709
H -1.493 5.313 1.231
H 1.032 2.682 1.631
H -0.699 3.089 4.025
H 1.074 3.016 3.974
H -0.737 -0.454 5.423
H -0.853 -2.729 6.339
H -0.179 -4.659 4.919
H 0.579 -4.270 2.624
H -1.652 -3.356 1.017
H -2.472 -5.436 -0.013
H -0.986 -6.756 -1.487
H 1.314 -5.968 -1.934
H 2.149 -3.920 -0.879
H 2.809 -3.182 3.015
H 5.232 -3.571 2.937
H 6.543 -2.880 0.961
H 5.410 -1.806 -0.960
H 2.987 -1.379 -0.877
C -3.249 -1.022 2.555
As -3.534 -0.776 0.677
C -4.606 0.809 0.546
C -4.686 -2.205 0.134
S -1.869 -0.703 -0.590
H -4.223 -1.124 3.033
H -2.731 -0.153 2.953
H -2.652 -1.914 2.736
H -5.565 0.648 1.037
H -4.758 1.025 -0.509
H -4.081 1.640 1.013
H -5.598 -2.185 0.729
H -4.172 -3.155 0.264
H -4.923 -2.068 -0.918

## Properties
Multiplicity: 2
⟨S²⟩: 1.068
DFT total energy (eV): -157340.6521
Frontier orbital gap (spin up / spin down) (eV): 8.5 / 8.1
Net charge: +1
Relative energy (zero: lowest compared OMol25 entry of this formula, charge and spin) (kJ/mol): 36.4

[2]
# C33H41Br2Cl2N6O2SbSi3Tc

A molecular structure, C33H41Br2Cl2N6O2SbSi3Tc (ωB97M-V/def2-TZVPD, the OMol25 dataset).

CARTESIAN COORDINATES (ANGSTROEM)
Tc 2.112 0.125 0.760
Br 0.511 1.925 -5.498
C 1.323 1.349 -3.885
C 1.562 0.001 -3.557
C 1.909 -0.402 -2.283
N 2.303 0.412 -1.299
C 2.040 1.797 -1.560
C 1.696 2.269 -2.817
C 2.545 2.669 -0.460
C 2.725 4.069 -0.460
C 3.504 4.641 0.557
Br 3.591 6.556 0.612
C 4.034 3.852 1.596
C 3.586 2.560 1.635
N 2.838 1.986 0.698
H 1.414 -0.796 -4.296
H 1.903 -1.486 -2.153
H 1.710 3.348 -3.011
H 2.421 4.588 -1.357
H 4.484 4.328 2.470
H 3.958 1.829 2.335
C -5.893 -1.611 -2.850
Si -4.066 -1.715 -2.521
C -3.415 -2.032 -4.193
C -3.827 -3.203 -1.419
Sb -2.626 0.350 -1.893
Si -4.064 2.386 -2.226
C -5.737 2.597 -1.369
C -2.916 3.868 -1.701
C -4.507 2.693 -4.054
Si -2.372 0.278 0.753
C -2.182 2.058 1.542
C -0.920 -2.280 1.302
C -3.708 -0.681 1.565
H -6.068 -2.687 -3.164
H -6.250 -1.009 -3.690
H -6.551 -1.453 -1.968
H -3.765 -1.221 -4.833
H -3.706 -3.026 -4.595
H -2.346 -2.003 -4.267
H -4.608 -3.930 -1.703
H -3.842 -2.947 -0.320
H -2.862 -3.740 -1.637
H -5.747 2.096 -0.364
H -6.572 2.193 -2.012
H -5.907 3.663 -1.231
H -1.995 3.880 -2.259
H -2.642 3.964 -0.629
H -3.545 4.762 -1.950
H -5.524 2.224 -4.193
H -3.776 2.277 -4.806
H -4.704 3.793 -4.218
H -1.425 1.888 2.335
H -3.143 2.405 1.931
H -1.747 2.864 0.847
H 0.019 -2.775 1.078
H -1.755 -2.627 0.725
H -1.531 -3.463 2.954
H -4.717 -0.672 1.064
H -3.947 -0.353 2.560
H -3.377 -1.737 1.542
Cl 8.123 -5.920 0.203
C 6.864 -4.783 0.338
C 5.790 -4.884 1.319
C 4.928 -3.855 1.352
C 5.011 -2.783 0.441
C 6.061 -2.609 -0.402
C 6.937 -3.709 -0.548
C 4.095 -1.667 0.625
O 4.358 -0.415 0.704
O 2.813 -1.936 0.612
H 5.625 -5.796 1.862
H 4.134 -3.808 2.161
H 6.217 -1.699 -1.016
H 7.694 -3.767 -1.331
Cl 3.227 -1.870 6.433
C 2.571 -0.620 5.460
C 1.927 0.485 5.940
C 1.284 1.373 5.007
C 1.384 1.131 3.641
N 2.109 0.067 3.183
C 2.657 -0.825 4.059
H 1.891 0.560 7.049
H 0.713 2.258 5.340
H 0.878 1.756 2.903
H 3.190 -1.714 3.696
N -1.327 -0.654 4.389
C -1.268 -1.617 3.686
N -1.337 -2.512 2.752
C -0.788 -0.775 1.070
N 0.336 -0.106 0.908

## Properties
Multiplicity: 4
⟨S²⟩: 3.771
DFT total energy (eV): -245405.9537
Frontier orbital gap (spin up / spin down) (eV): 5.3 / 4.2
Net charge: +2
Relative energy (zero: lowest compared OMol25 entry of this formula, charge and spin) (kJ/mol): 33.1

[3]
# C33H41CdFGeN7O5S

A molecular structure, C33H41CdFGeN7O5S (ωB97M-V/def2-TZVPD, the OMol25 dataset).

CARTESIAN COORDINATES (ANGSTROEM)
Cd 0.025 -1.540 -0.360
C 2.600 -3.493 -1.644
C 1.885 -4.330 -0.627
C 2.482 -5.546 -0.204
C 1.859 -6.290 0.744
C 0.648 -5.833 1.319
C -0.002 -6.570 2.332
C -1.147 -6.070 2.886
C -1.659 -4.835 2.462
C -1.066 -4.071 1.470
S -1.810 -2.543 1.048
C 0.124 -4.602 0.860
N 0.750 -3.907 -0.136
H 2.533 -3.947 -2.637
H 3.654 -3.395 -1.378
H 2.172 -2.496 -1.687
H 3.427 -5.846 -0.638
H 2.284 -7.224 1.095
H 0.425 -7.512 2.656
H -1.662 -6.614 3.669
H -2.555 -4.445 2.929
C -2.604 6.242 2.649
C -2.748 5.018 3.548
C -4.052 5.002 4.338
C -5.245 4.865 3.403
C -5.057 3.705 2.460
C -6.143 3.091 1.870
C -5.954 2.018 1.011
F -7.051 1.446 0.460
C -4.711 1.528 0.722
C -3.597 2.135 1.305
C -2.247 1.581 0.968
O -2.162 0.617 0.229
C -1.144 2.276 1.622
C -1.412 3.302 2.462
N -2.644 3.786 2.764
C -3.768 3.218 2.173
C 0.320 1.918 1.433
O 1.122 2.365 2.287
O 0.592 1.205 0.441
H -2.692 7.160 3.232
H -3.368 6.249 1.871
H -1.631 6.235 2.158
H -1.915 4.997 4.253
H -4.125 5.916 4.929
H -4.028 4.159 5.032
H -5.374 5.789 2.830
H -6.165 4.729 3.974
H -7.150 3.432 2.077
H -4.555 0.682 0.067
H -0.577 3.786 2.956
C 2.299 -0.971 -4.266
Ge 0.368 -1.260 -3.940
C -0.086 -3.171 -4.077
C -0.513 -0.400 -5.494
C -0.168 -0.496 -2.263
H 2.645 -1.524 -5.142
H 2.909 -1.255 -3.411
H 2.455 0.095 -4.457
H 0.236 -3.595 -5.030
H -1.169 -3.279 -4.002
H 0.358 -3.748 -3.265
H -0.155 -0.811 -6.440
H -0.315 0.674 -5.488
H -1.594 -0.541 -5.446
H -1.247 -0.312 -2.257
H 0.312 0.476 -2.154
C 4.475 2.369 -3.459
N 4.513 1.239 -2.574
C 5.508 0.200 -2.609
C 5.013 -0.725 -1.481
O 5.595 -1.738 -1.153
N 3.845 -0.226 -0.975
C 3.587 0.902 -1.635
N 2.518 1.651 -1.420
H 5.491 2.611 -3.769
H 4.077 3.248 -2.949
H 3.876 2.181 -4.356
H 6.514 0.570 -2.401
H 5.512 -0.347 -3.556
H 1.799 1.409 -0.717
H 2.375 2.479 -1.967
N 0.890 -0.542 3.114
C 1.782 -0.823 2.122
N 2.886 -0.038 2.027
O 1.603 -1.802 1.381
H 0.881 0.405 3.461
H -0.002 -1.002 2.989
H 2.695 0.940 2.238
H 3.352 -0.187 1.135

## Properties
Multiplicity: 1
DFT total energy (eV): -130195.2965
Frontier orbital gap (eV): 6.4
Net charge: -1
Relative energy (zero: lowest compared OMol25 entry of this formula, charge and spin) (kJ/mol): 36.7